Below is a cluster of 7 separate species, C30H39F3O4 in total, with properties calculated with ωB97M-V/def2-TZVPD.

The value obtained for the molar mass is 520.63 g/mol. Its total energy is -48083.1999 eV. The value obtained for the HOMO energy is -8.91 eV. The energy relative to the best compared isomer or geometry (same formula, charge and spin) comes out at 94.31 kJ/mol. The calculation puts the max |F| at 8.09 eV Å⁻¹. As for the HOMO-LUMO gap: 0.349 Ha.

Structure (XYZ):
```
76
Properties=species:S:1:pos:R:3:forces:R:3
C 5.1646 3.6218 -0.2197 0.0 -0.6 -0.6
H -5.6611 3.0194 4.7172 -0.2 -0.1 0.0
C -1.5138 -0.1339 0.9981 0.1 -0.9 -0.2
C -5.2007 -2.0434 -3.5149 -0.5 -0.6 -0.6
H 5.3200 0.2205 -1.1844 -0.3 0.2 0.3
H 6.3304 3.8560 -3.4052 0.0 0.1 0.2
C -3.4731 -1.1061 -2.1308 0.0 -0.3 0.9
F -4.8255 -2.8106 -1.3737 -0.5 -1.5 1.6
H -2.1840 -1.0283 2.8706 -0.1 -0.2 -0.2
C -5.3131 2.0236 5.0030 0.4 -0.2 -0.4
H 0.0398 -2.1053 3.3350 -0.1 0.1 -0.3
C 3.4837 -4.7152 3.1065 -0.1 -0.5 0.4
C 3.3970 3.1486 -1.8598 0.8 -0.2 -0.2
C -3.2069 -0.1768 -3.0927 0.8 0.9 -0.2
H 5.6606 -4.6210 0.4924 0.3 0.1 -0.1
C -5.2445 1.6417 -0.3423 2.2 0.9 0.4
C 6.0725 3.8456 -1.2689 -0.6 0.0 0.3
C -3.4946 1.9819 3.1504 0.3 -1.1 -0.4
H -5.2328 3.7029 -0.9082 0.0 0.0 -0.2
H -5.4441 -0.3189 0.3884 -0.1 0.1 -0.1
C 5.0579 -1.5370 -2.3975 2.7 1.9 4.2
H -2.5966 1.3716 3.0089 0.1 0.4 0.1
C -6.0362 0.5975 0.3124 -0.3 -1.6 0.0
C 4.9367 -0.0896 -2.1467 0.8 1.3 -0.9
H 3.1445 -3.8452 3.6705 -0.1 0.0 -0.1
F 2.9889 3.0139 0.4495 0.2 -0.1 -0.1
C -5.9428 2.9818 -0.5143 0.9 0.2 0.2
H 6.0333 -3.4019 1.7596 -0.2 0.2 -0.1
O -4.0272 1.4914 -0.4979 -2.0 0.6 -0.2
H -4.2467 1.4944 2.5366 -0.3 0.4 -0.2
H 2.6336 -5.3875 2.9518 0.0 0.3 0.0
H 7.1020 4.1364 -1.1052 0.0 -0.1 0.3
C -3.8334 1.9953 4.6126 -5.6 -0.2 -4.6
C -1.3728 -0.9401 2.1578 1.2 0.7 -0.8
F -0.5437 0.9865 -0.8739 0.2 -0.9 0.8
H 6.5763 -3.0004 -2.1291 0.1 0.1 0.1
H 2.4093 2.7742 -2.0686 -0.3 0.2 0.1
H -6.1701 3.3295 0.5107 -0.3 -0.2 -0.4
O 4.4583 -2.0518 -3.2297 -3.1 -3.0 -4.5
H -3.6369 0.5115 -5.0544 -0.1 0.1 0.0
H 4.0470 3.3744 -3.9319 -0.3 -0.2 0.1
H -3.2704 2.9967 2.8348 -0.1 0.1 -0.2
H -6.0004 -2.7603 -3.6794 0.2 0.0 0.2
H 1.8173 -1.9917 1.7033 0.3 0.3 -0.3
H -5.8764 1.2679 4.4622 -0.2 0.0 -0.1
C -3.8952 -0.1892 -4.2724 -0.1 -0.1 -1.1
H -6.9297 0.3746 -0.2739 -0.2 0.1 0.3
C 0.8220 -0.5092 0.4058 0.4 -0.4 0.6
C 4.3144 3.3963 -2.8823 0.3 0.2 0.4
H -6.8391 2.9809 -1.1301 -0.1 -0.2 0.1
H 5.4126 -2.9266 -0.8427 -0.1 0.2 0.1
C 0.9466 -1.3840 1.5032 -1.5 0.5 0.6
H -5.4105 1.8729 6.0708 0.0 0.1 0.1
H 4.2132 -5.2521 3.7087 0.1 0.1 0.0
C -4.4892 -2.0100 -2.3469 0.5 1.1 -0.8
C 3.8638 3.2391 -0.5565 0.2 0.5 0.1
H 5.9012 -5.0834 2.2010 0.2 -0.1 -0.2
C 3.9977 -4.2793 1.7604 0.4 0.3 0.5
H -6.2939 0.8905 1.3313 -0.3 0.2 -0.1
C -0.1212 -1.5200 2.4287 0.1 0.2 -0.9
C 5.6360 3.7267 -2.5788 -0.2 -0.1 -0.4
C -0.4016 0.1049 0.1802 -0.4 0.1 0.3
H 5.6096 0.3610 -2.9080 0.0 -0.1 0.4
O -3.0276 2.1553 5.3918 5.8 0.8 5.6
C -4.8542 -1.1562 -4.5063 -0.4 0.6 -0.5
H 6.6776 -1.6749 -0.9278 0.1 0.1 0.1
H 3.9761 0.3086 -2.4518 -0.3 -0.1 0.5
H -2.4680 0.6030 -2.9571 0.1 -0.2 0.3
C 5.5089 -4.3250 1.5237 -0.7 -0.7 0.3
H -2.4952 0.1488 0.6063 0.3 0.5 0.5
H -2.9594 -1.1092 -1.1792 0.0 0.0 0.0
O 3.2014 -3.9057 0.9401 0.1 0.2 -0.7
H 5.4592 3.6022 0.8258 -0.1 0.3 -0.2
H 1.6952 -0.3084 -0.2118 -0.3 -0.1 -0.1
H -5.3893 -1.1511 -5.4486 0.0 -0.1 0.0
C 6.0124 -2.3005 -1.5064 0.1 -0.7 -0.3
```
Positions in Å, forces in eV/Å.

Atom charges from the Löwdin analysis, given in e for atoms 1 to 2:
1. C -0.009
2. H 0.087

Below is a structure of composition C4H7NO4, with properties calculated with ωB97M-V/def2-TZVPD.

The value obtained for the molar mass is 133.10 g/mol. Its total energy is -13939.0180 eV. The value obtained for the HOMO energy (alpha / beta) is -9.13 / -9.13 eV. The energy relative to the best compared isomer or geometry (same formula, charge and spin) comes out at 349.19 kJ/mol. The calculation puts the max |F| at 1.40 eV Å⁻¹. As for the HOMO-LUMO gap (alpha / beta): 0.285 / 0.285 Ha.

Structure (XYZ):
```
16
Properties=species:S:1:pos:R:3:forces:R:3
H 1.0340 -0.8431 -1.1929 0.4 0.1 0.5
H 0.9780 1.5003 -1.5680 -0.1 0.0 0.1
H -0.5323 -0.5990 1.8961 0.0 0.0 0.0
O 0.5306 2.0829 -0.9324 -0.1 0.0 -0.1
O 1.7366 -0.5165 -0.4932 -0.2 -0.1 -0.3
H -0.2570 -1.8537 0.6580 0.0 0.0 0.0
O -0.2428 -0.6432 -1.9293 -0.3 0.7 0.4
C -1.0787 -0.1187 -1.1943 0.1 -1.3 -0.5
C 0.2213 -1.1412 1.3265 0.0 0.0 0.1
N -2.2839 -0.1579 -0.9072 0.3 0.4 0.1
H 0.8503 -1.6927 2.0354 0.0 0.0 0.0
C -0.2173 1.3375 -0.0994 0.6 -0.1 0.7
H 1.6384 0.5494 1.2016 -0.1 0.0 -0.1
C 1.1047 -0.1852 0.5991 -0.7 0.2 -0.6
H -2.6096 0.4645 -0.1801 0.1 0.0 0.0
O -0.8723 1.8164 0.7801 0.0 0.0 -0.2
```
Positions in Å, forces in eV/Å.

Atom charges from the Löwdin analysis, given in e for atoms 1 to 2:
1. H 0.092
2. H 0.111

Below is a structure of composition C16H12IN2O8S4SbW, with properties calculated with ωB97M-V/def2-TZVPD.

The value obtained for the molar mass is 921.05 g/mol. As for the spin multiplicity: 3. Its total energy is -95954.2115 eV. The value obtained for the HOMO energy (alpha / beta) is -1.90 / -1.80 eV. As for the expectation value of S²: 2.01. The charge is -2. The energy relative to the best compared isomer or geometry (same formula, charge and spin) comes out at 156.74 kJ/mol. The calculation puts the max |F| at 1.58 eV Å⁻¹. As for the HOMO-LUMO gap (alpha / beta): 0.208 / 0.202 Ha.

Structure (XYZ):
```
45
Properties=species:S:1:pos:R:3:forces:R:3
N -0.5146 0.0720 -0.8709 -0.1 0.3 0.0
H -1.3487 -0.0344 -5.4528 0.0 0.0 0.0
C 1.1984 -1.3820 4.1285 0.0 0.0 0.1
C 3.7367 -1.0410 -2.0704 -0.1 0.2 -0.1
O 2.8971 0.1484 0.1791 -0.3 -0.5 -0.2
O 1.6754 0.8493 0.2331 -0.1 -0.5 -0.2
C -0.9173 0.4375 1.5654 0.0 -0.1 -0.2
C -1.4659 1.8616 -2.1625 0.0 0.1 -0.2
S -0.3713 -2.8664 -0.4825 0.8 0.1 -0.4
H -2.1513 0.9679 -0.0749 0.0 0.0 -0.1
C -1.6801 1.2548 2.4472 0.0 0.0 0.1
W 1.3704 -0.9491 -0.5355 0.7 1.3 0.4
O -3.9897 1.4590 1.6678 0.0 0.0 -0.1
C -1.2048 0.4889 0.1535 0.0 -0.2 -0.1
H -2.3702 2.1877 -5.3965 0.0 0.0 0.0
O 2.8100 -1.8848 -1.6219 -0.3 -0.2 0.6
H -2.4589 2.7180 1.0742 0.0 0.0 0.0
C -0.8674 -0.1214 -3.3824 -0.2 0.2 -0.1
H -3.0103 2.8905 2.7378 0.0 0.0 0.0
C -1.4062 0.4969 -4.5126 0.0 -0.1 -0.1
H -2.3685 3.4699 -3.2405 0.0 0.0 0.0
C -1.9785 1.7540 -4.4848 0.0 0.1 0.0
S 0.7544 -5.3725 2.0915 -0.1 0.1 -0.1
H 1.1716 -1.3219 5.2150 0.0 0.0 0.0
N -0.4830 0.3701 4.3296 0.1 -0.1 0.1
Sb 1.4355 -4.3654 0.1559 0.2 -0.3 0.4
O 4.8947 -1.2901 -2.2544 0.0 -0.2 -0.1
C 3.0765 0.3341 -2.3951 0.1 -0.5 0.0
C -2.7742 2.1600 1.9625 0.0 0.0 0.0
O 1.7776 0.2391 -2.2281 -0.2 0.2 0.4
H -1.4018 2.4507 -1.2597 0.0 0.0 0.0
O 3.7030 1.2767 -2.8076 -0.2 0.1 -0.2
I 0.0659 -1.9318 -3.8434 -0.1 0.0 0.0
S 4.8181 -3.6248 0.7522 0.1 0.0 -0.1
O 0.7385 -1.2243 1.4054 0.6 0.4 0.4
C 0.2197 -0.4122 3.5526 0.0 -0.1 -0.1
H -3.7722 0.5278 1.5563 0.0 0.0 0.1
C 0.0735 -0.3984 2.1195 -0.6 -0.1 -0.2
H 2.2056 -1.1740 3.7618 0.0 0.0 0.0
S 3.2340 -2.6651 1.3779 -0.4 -0.3 -0.2
H 0.9682 -2.3976 3.7947 0.0 0.0 0.0
C -0.9522 0.5577 -2.1566 0.1 0.0 0.4
H -1.9463 1.8293 4.4812 0.0 0.0 0.0
C -1.9874 2.4582 -3.2947 0.0 -0.1 0.1
C -1.4043 1.1973 3.7851 0.0 0.0 -0.1
```
Positions in Å, forces in eV/Å.

Atom charges from the Löwdin analysis, given in e for atoms 1 to 2:
1. N -0.087
2. H 0.063

Below is a structure of composition C16H34OP2Pb, with properties calculated with ωB97M-V/def2-TZVPD.

The value obtained for the molar mass is 511.59 g/mol. Its total energy is -42996.7477 eV. The value obtained for the HOMO energy (alpha / beta) is -12.59 / -12.59 eV. The charge is +2. The energy relative to the best compared isomer or geometry (same formula, charge and spin) comes out at 0.00 kJ/mol. The calculation puts the max |F| at 2.61 eV Å⁻¹. As for the HOMO-LUMO gap (alpha / beta): 0.232 / 0.228 Ha.

Structure (XYZ):
```
54
Properties=species:S:1:pos:R:3:forces:R:3
H 1.8579 0.0416 -0.7728 -0.2 -0.1 0.5
P 0.1742 -1.8930 -2.0659 0.4 0.3 -0.5
H 1.5076 -2.9729 -3.6667 0.3 0.1 0.1
H -0.3289 -1.5862 4.9207 0.1 -0.2 -0.2
C -0.2152 -0.4163 -3.0314 -0.3 0.1 -0.9
H 1.1144 -2.6107 4.5876 -0.3 0.1 -0.2
H 0.9154 -2.3657 -0.0577 -0.3 0.4 -0.1
H 1.3543 4.1146 -2.6433 0.2 -0.1 0.2
H 1.7529 0.5285 -2.6334 -0.5 0.2 -0.2
H -1.7993 0.0139 -1.2578 -0.4 0.0 0.6
H -1.0739 -2.7782 0.6999 0.0 0.3 0.1
C 0.5129 0.5232 7.0079 -0.5 0.6 0.1
H 2.1316 -3.3159 -2.0257 -0.1 0.1 -0.1
C -1.2058 2.9341 -2.6523 0.1 -0.1 0.1
H 2.4820 -1.7403 -2.8095 -0.1 -0.3 0.1
H -0.6837 -3.8075 -3.1558 -0.2 0.1 0.2
H -1.2837 -0.1626 -2.9241 0.5 -0.1 -0.1
O 0.7920 1.0918 5.7399 0.7 -0.5 -0.5
C 1.2551 -0.2750 0.0969 0.2 -0.9 -0.4
H -2.0101 -2.7640 -2.5736 0.1 -0.2 0.2
C -2.2468 0.3424 -0.2950 -0.9 -1.2 -0.5
H -1.6859 3.7001 -2.0273 0.2 -0.2 -0.2
C 1.7373 -2.5367 -2.6861 0.0 0.3 -0.2
H -1.1253 -3.8193 -1.4210 0.1 0.2 -0.3
C 0.7125 0.8244 -2.8715 0.4 -0.6 -0.3
H 2.5253 2.9383 -1.9645 -0.2 0.2 0.1
H 1.9930 -0.7314 0.7945 -0.5 0.3 -0.4
H 1.5732 3.9934 -0.8739 0.0 -0.2 -0.3
C -2.0278 -0.8378 0.7333 -1.4 0.9 -0.3
C 0.5088 -1.7613 4.2365 0.0 -0.1 0.2
H -2.9849 -1.3940 0.7529 0.5 0.1 0.2
C 0.6725 0.9393 0.7943 0.0 1.0 -0.3
Pb 1.7756 0.0998 4.1735 -0.1 0.5 0.4
H -3.3323 0.4763 -0.4994 0.7 -0.3 0.3
H 0.1269 0.6748 1.7124 0.0 0.0 -0.4
H -1.9574 2.1662 -2.9082 0.3 0.3 0.2
H -1.8911 -0.4528 1.7576 -0.2 0.1 -0.2
H 0.1397 -1.9693 3.2226 0.0 -0.1 0.2
H -2.3321 2.4192 0.4077 0.2 -0.3 0.0
H -0.3155 1.1367 7.4038 0.3 -0.5 0.2
C 0.2907 -1.4841 -0.3496 1.9 -0.2 1.7
H -0.8381 3.3959 -3.5835 -0.1 -0.2 0.3
H -0.1282 -0.7802 -4.0682 0.0 0.3 0.1
H 0.7511 1.2956 -3.8693 0.1 0.0 0.4
C 1.5526 3.4258 -1.8136 0.2 -0.1 -0.1
H 1.3759 0.6261 7.6918 -0.3 -0.1 -0.3
H -0.1469 2.9371 0.3627 0.2 -0.6 -0.3
C -1.0330 -3.1900 -2.3171 -0.2 -0.1 -0.3
H 1.5230 1.5532 1.1434 -0.2 -0.3 -0.2
C -1.6782 1.6128 0.0660 -0.8 1.2 0.3
H 0.1977 -0.5349 6.9636 0.1 0.3 0.0
C -0.2584 1.9098 -0.0599 0.8 0.1 1.4
P 0.2263 2.2052 -1.7797 -0.7 0.6 -0.9
C -0.9497 -1.7400 0.3882 -0.2 -1.3 0.4
```
Positions in Å, forces in eV/Å.

Atom charges from the Löwdin analysis, given in e for atoms 1 to 2:
1. H 0.085
2. P 0.912

Below is a cluster of 2 separate species, C6H12O in total, with properties calculated with ωB97M-V/def2-TZVPD.

The value obtained for the molar mass is 100.16 g/mol. Its total energy is -8461.5003 eV. The value obtained for the HOMO energy is -8.12 eV. The energy relative to the best compared isomer or geometry (same formula, charge and spin) comes out at 275.34 kJ/mol. The calculation puts the max |F| at 3.82 eV Å⁻¹. As for the HOMO-LUMO gap: 0.329 Ha.

Structure (XYZ):
```
19
Properties=species:S:1:pos:R:3:forces:R:3
H -0.9899 -1.1558 0.5557 1.1 0.1 0.0
H 2.7954 -0.8203 -0.6729 -1.0 0.6 0.4
C 0.6832 -0.1187 -0.2779 -1.3 -2.6 2.2
C -0.4475 1.3297 -2.1562 -1.1 -0.8 3.2
C 0.7112 -2.2820 1.2538 2.0 -1.0 1.6
H 0.3073 -3.3189 1.0131 0.3 1.5 -0.4
C 0.1288 -1.1239 0.5424 -0.4 1.1 -2.1
H -1.4586 0.2167 -0.8117 1.3 -0.5 0.3
C 2.1993 0.0616 -0.2984 2.0 1.5 -1.3
H -1.4782 1.5414 -2.4730 0.6 0.0 -0.2
H 1.8688 -2.3400 1.1827 -1.9 0.1 0.1
H 0.2674 2.0682 -2.4240 1.0 -0.1 -0.6
H -3.0572 1.1729 0.7571 -0.1 0.1 -0.6
H 2.7455 0.9522 -0.8909 -2.0 -1.7 0.9
H 2.5488 0.2677 0.7238 -0.2 -0.3 -0.2
H 0.4420 -2.2247 2.3529 0.5 0.2 -0.9
C -0.4063 0.5090 -1.0267 -0.6 2.0 -3.2
H -1.7359 1.9631 1.0448 -0.1 0.0 -0.4
O -2.4334 1.4280 1.4275 0.2 -0.1 1.0
```
Positions in Å, forces in eV/Å.

Atom charges from the Löwdin analysis, given in e for atoms 1 to 2:
1. H 0.103
2. H 0.081